50
Properties=species:S:1:pos:R:3:forces:R:3:mulliken_charge:R:1 method="wB97M-V/def2-TZVPD" energy_ev=-87770.84662 spin_multiplicity=1 mol_weight_g_mol=425.1 gap_ev=7.49 e_homo_ev=-4.74 max_force_ev_per_a=1.44 total_charge=-1
C -1.5237 0.2639 -5.2067 -0.427 0.725 -1.166 -0.151
C -1.1283 -0.3620 -4.2706 0.192 -0.783 0.763 -0.571
C -0.7203 -1.1261 -3.1243 0.176 0.070 0.398 -0.609
Ga 0.3971 -0.0419 -1.7688 -0.547 -0.166 -0.117 -1.257
C 0.4256 -1.1294 -0.0558 0.616 0.215 -0.306 -0.742
C 1.2516 -0.5568 1.1215 -0.680 -0.380 0.224 -1.020
C 0.4399 -0.3344 2.4238 0.186 0.009 -0.129 -0.388
C 0.9754 -1.0360 3.6689 -0.431 0.368 0.031 -1.047
N 0.4295 -2.4006 3.8287 0.351 -0.112 0.222 -0.452
C 0.8081 -3.2756 2.7656 -0.044 -0.235 -0.501 0.351
N 2.0190 -3.6137 2.5828 -0.046 -0.063 0.308 -0.658
N -0.2803 -3.7148 2.0103 0.239 0.685 0.019 -0.631
C -0.4901 1.7853 -1.6380 0.648 -0.128 0.640 -0.898
C -0.3016 2.5359 -0.3065 -0.356 0.042 -0.202 0.118
C -1.5663 3.2576 0.1789 0.630 -0.119 0.571 -1.119
C -2.6953 2.3321 0.6418 0.220 0.136 0.002 -0.663
O -2.2524 0.9570 0.7065 -0.280 0.234 -0.376 0.209
C -3.2475 0.1161 1.0044 0.385 -0.022 0.315 -0.180
O -3.3415 -0.9760 0.5423 -0.020 -0.526 -0.080 -0.458
C 2.2890 0.1636 -2.6087 -0.311 0.333 -0.278 0.650
F 2.1551 0.1601 -3.9987 0.275 -0.163 0.231 -0.326
F 3.1699 -0.8694 -2.3121 -0.094 0.124 0.037 -0.348
C 3.0260 1.4632 -2.2722 0.482 0.067 -0.568 0.438
F 4.3681 1.3949 -2.6287 -0.563 0.191 0.123 -0.319
F 2.4887 2.5167 -2.9822 0.239 -0.543 0.499 -0.263
H -1.8808 0.7709 -6.0699 0.074 0.055 0.095 0.409
H -0.2195 -2.0486 -3.4142 0.157 -0.007 -0.125 0.428
H -1.6116 -1.4201 -2.5664 -0.089 -0.004 0.098 0.361
H 0.8609 -2.0958 -0.3276 -0.042 -0.122 -0.112 0.710
H -0.6101 -1.3254 0.2144 -0.147 0.089 0.130 0.265
H 2.0463 -1.2588 1.3563 0.287 0.061 -0.018 0.790
H 1.7217 0.3903 0.8603 0.143 0.090 -0.059 0.515
H 0.3862 0.7358 2.6217 0.000 0.110 0.143 0.514
H -0.5933 -0.6573 2.3006 -0.136 -0.008 -0.135 -0.042
H 2.0666 -1.0132 3.6843 0.144 -0.145 -0.086 0.421
H 0.6217 -0.4826 4.5389 0.041 -0.014 0.169 0.464
H 0.8749 -2.7912 4.6520 -0.062 0.028 0.107 0.315
H 2.0913 -4.2547 1.7973 0.072 -0.039 -0.073 0.258
H -1.0275 -3.0355 2.0861 -0.188 -0.173 0.054 0.312
H -0.0253 -3.7948 1.0347 -0.065 -0.214 -0.077 0.332
H -1.5536 1.6220 -1.7981 -0.119 -0.030 -0.301 0.568
H -0.0742 2.4034 -2.4297 -0.318 0.076 -0.304 0.558
H 0.4633 3.3056 -0.4178 0.164 0.030 -0.005 0.542
H 0.0268 1.8990 0.5153 0.056 -0.162 -0.002 -0.413
H -1.9109 3.9529 -0.5817 -0.201 -0.031 -0.150 0.332
H -1.2699 3.8516 1.0466 -0.058 0.201 0.022 0.383
H -3.5458 2.3820 -0.0341 -0.101 -0.020 -0.068 0.420
H -3.0104 2.6308 1.6420 -0.239 -0.007 0.066 0.434
H -3.9298 0.4869 1.7830 -0.235 0.252 -0.032 0.384
H 2.9840 1.7025 -1.2086 0.020 0.027 0.005 0.075